(1)
Here is a structure of composition C21H45AsMnN3Si from OMol25. Energies are from the ωB97M-V functional and the def2-TZVPD basis.

* <S²>: 8.758
* relative energy (zero: lowest compared OMol25 entry of this formula, charge and spin): 15.2 kcal per mole
* spin multiplicity: 6
* total charge: +1
* HOMO energy (alpha / beta): -0.3625 / -0.3667 Eh
* E_tot: -127010.6466 eV

Geometry as XYZ:
```
72
C21H45AsMnN3Si | OMol25 | the ωB97M-V functional and the def2-TZVPD basis
Mn -0.077 0.764 0.447
C 2.039 -1.100 -1.228
N 1.980 -0.238 -0.034
C 2.841 0.937 -0.255
C 2.483 -0.977 1.142
C 1.947 -0.401 2.427
N 0.481 -0.375 2.432
C 0.049 0.178 3.730
C -0.079 -1.729 2.299
H 3.063 -1.445 -1.406
H 1.705 -0.547 -2.104
H 1.391 -1.965 -1.096
H 3.880 0.635 -0.431
H 2.816 1.603 0.610
H 2.489 1.484 -1.120
H 3.575 -0.949 1.165
H 2.196 -2.022 1.044
H 2.301 0.624 2.564
H 2.330 -0.990 3.269
H 0.389 -0.468 4.547
H -1.031 0.254 3.761
H 0.475 1.173 3.875
H 0.359 -2.400 3.046
H 0.093 -2.136 1.303
H -1.156 -1.677 2.447
C 1.016 4.114 1.840
C -0.156 4.469 0.922
As -0.323 3.233 -0.581
C 0.697 4.192 -1.966
C 2.193 3.940 -2.109
C -2.072 3.741 -1.288
C -3.281 3.348 -0.443
H 1.027 4.747 2.728
H 1.978 4.236 1.336
H 0.952 3.076 2.186
H -0.051 5.474 0.517
H -1.097 4.429 1.470
H 0.511 5.239 -1.732
H 0.188 3.979 -2.904
H 2.723 4.023 -1.158
H 2.630 4.672 -2.789
H 2.393 2.959 -2.534
H -2.137 3.296 -2.280
H -2.008 4.820 -1.423
H -3.384 2.266 -0.376
H -4.191 3.749 -0.893
H -3.220 3.734 0.575
C -4.160 -0.834 -1.523
Si -2.402 -0.886 -0.928
C -1.941 -2.670 -0.623
C -1.271 -0.304 -2.324
N -2.005 0.134 0.405
C -2.850 0.729 1.347
C -4.168 0.302 1.579
C -4.994 0.945 2.492
C -4.554 2.042 3.220
C -3.258 2.489 3.011
C -2.436 1.845 2.098
H -4.196 -1.208 -2.553
H -4.583 0.177 -1.513
H -4.803 -1.479 -0.918
H -2.251 -3.284 -1.477
H -2.427 -3.072 0.272
H -0.858 -2.794 -0.508
H -1.270 -0.992 -3.177
H -0.232 -0.237 -1.989
H -1.568 0.686 -2.684
H -4.545 -0.556 1.034
H -6.005 0.579 2.637
H -5.202 2.537 3.932
H -2.886 3.347 3.560
H -1.437 2.244 1.944
```

Results of the natural (NBO) charge analysis, in e, for atoms 1 through 6: atom 1 (Mn): 1.32, atom 2 (C): -0.42, atom 3 (N): -0.53, atom 4 (C): -0.42, atom 5 (C): -0.24, atom 6 (C): -0.23



(2)
Here is a structure of composition C21H45I2O7SSiSn from OMol25. Energies are from the ωB97M-V functional and the def2-TZVPD basis.

* relative energy (zero: lowest compared OMol25 entry of this formula, charge and spin): 34.0 kcal per mole
* total charge: +3
* HOMO energy: -0.6284 Eh
* E_tot: -77562.1067 eV

Geometry as XYZ:
```
78
C21H45I2O7SSiSn | OMol25 | the ωB97M-V functional and the def2-TZVPD basis
Sn -2.440 2.244 1.346
C -4.886 3.694 -0.029
C -4.520 2.737 -1.132
O -3.821 1.656 -0.474
C -3.142 0.721 -1.334
C -1.877 1.340 -1.899
O -1.251 2.038 -0.811
C -0.066 2.783 -1.142
C -0.047 4.101 -0.351
O -0.962 4.054 0.769
C -1.692 5.283 0.992
C -2.975 5.227 0.210
O -3.681 4.057 0.698
H -5.539 3.213 0.700
H -5.380 4.593 -0.394
H -3.868 3.196 -1.879
H -5.412 2.351 -1.628
H -3.811 0.380 -2.124
H -2.903 -0.135 -0.700
H -2.067 2.045 -2.711
H -1.227 0.550 -2.284
H -0.073 3.002 -2.211
H 0.807 2.170 -0.923
H -0.333 4.937 -0.989
H 0.951 4.295 0.038
H -1.084 6.150 0.737
H -1.899 5.328 2.062
H -2.798 5.124 -0.863
H -3.589 6.110 0.389
I -3.501 3.200 4.328
C -4.198 1.251 4.805
I -3.869 -0.235 3.336
H -5.267 1.333 4.955
H -3.683 0.945 5.707
C 2.438 -1.267 -3.633
C 3.374 -1.340 -2.445
C 4.511 -0.349 -2.539
C 3.867 -2.750 -2.184
O 2.580 -0.886 -1.245
Si 1.419 -1.542 -0.408
S 0.411 -0.139 0.849
O 0.744 -2.849 -0.938
C -0.062 -4.016 -0.473
C 0.886 -4.910 0.299
C -1.191 -3.491 0.392
C -0.570 -4.673 -1.737
O 1.582 -1.423 1.307
C 2.785 -1.293 2.366
C 3.167 0.159 2.403
C 2.170 -1.808 3.637
C 3.838 -2.192 1.773
H 2.958 -1.594 -4.533
H 2.099 -0.243 -3.797
H 1.576 -1.924 -3.495
H 5.129 -0.589 -3.405
H 5.143 -0.392 -1.652
H 4.135 0.667 -2.660
H 4.505 -3.069 -3.008
H 3.039 -3.458 -2.114
H 4.465 -2.793 -1.273
H 1.264 -4.403 1.190
H 1.725 -5.216 -0.326
H 0.363 -5.809 0.624
H -0.810 -2.993 1.286
H -1.820 -4.321 0.712
H -1.813 -2.796 -0.176
H 0.258 -4.965 -2.382
H -1.231 -4.004 -2.290
H -1.132 -5.570 -1.479
H 2.355 0.784 2.776
H 3.496 0.516 1.426
H 4.002 0.261 3.099
H 1.320 -1.198 3.945
H 2.924 -1.751 4.424
H 1.856 -2.847 3.543
H 4.267 -1.765 0.867
H 3.446 -3.191 1.572
H 4.637 -2.305 2.508
```

Results of the Mulliken charge analysis, in e, for atoms 1 through 6: atom 1 (Sn): 1.13, atom 2 (C): -0.81, atom 3 (C): -0.25, atom 4 (O): -0.31, atom 5 (C): -0.70, atom 6 (C): -0.54